338
Properties=species:S:1:pos:R:3:forces:R:3:mulliken_charge:R:1 method="wB97M-V/def2-TZVPD" total_energy_ev=-173324.6359 homo_ev=-8.2 fmax_ev_per_a=3.45
O -2.8192 -4.2204 5.5687 0.5 0.7 -0.2 -0.631
H -3.0683 -3.5997 4.8624 -0.1 -0.3 0.2 0.297
H -3.4717 -4.9075 5.5000 -0.5 -0.4 -0.1 0.336
O 3.6181 0.8500 0.9214 0.7 0.0 -0.2 0.412
H 3.0027 0.1668 0.6222 -0.3 -0.1 -0.4 -0.146
H 4.4141 0.7074 0.3780 -0.3 0.0 0.3 -0.332
C -2.4876 -9.4301 0.6872 -0.5 -2.6 0.7 -0.495
O -3.0700 -8.9433 -0.4876 1.0 0.4 -1.6 -0.090
C -4.1151 -9.7635 -0.9959 -0.9 -0.3 1.0 -0.731
C -5.1706 -8.9409 -1.7619 1.2 0.1 0.0 -0.336
N -5.5303 -7.7951 -0.9159 -2.1 -0.3 -1.0 -0.375
C -6.5062 -6.8965 -1.6423 1.2 -3.1 0.5 -0.563
C -6.8568 -5.6796 -0.9265 -0.1 1.7 0.4 -1.012
O -5.7611 -4.7377 -0.8680 -0.3 -0.7 0.4 0.289
C -6.0923 -3.4408 -0.4450 0.1 1.4 1.5 -0.773
H -1.9803 -10.4760 0.6325 -0.7 1.5 -0.6 0.222
H -3.3698 -9.6156 1.3115 0.5 0.1 0.9 0.433
H -1.7553 -8.7906 1.1698 -0.3 0.6 -0.4 -0.073
H -4.6367 -10.0980 -0.0749 0.0 -0.4 -0.5 0.432
H -3.7811 -10.6478 -1.5955 0.1 0.7 0.5 0.277
H -6.0759 -9.5906 -1.8838 0.8 0.5 -0.2 0.388
H -4.7096 -8.6776 -2.7791 -0.9 -0.1 1.0 0.110
H -4.7388 -7.2367 -0.7198 1.2 0.4 0.2 0.181
H -7.4031 -7.5104 -1.8842 0.4 0.5 0.4 0.365
H -6.0235 -6.7003 -2.5655 0.2 0.8 -1.3 0.281
H -7.3688 -5.8581 0.0190 0.6 -0.1 0.5 0.397
H -7.6085 -5.2315 -1.5215 -1.1 0.8 -0.8 0.519
H -5.1751 -2.8226 -0.2824 -0.6 -0.8 -0.6 -0.230
H -6.6040 -3.3165 0.5479 0.4 -1.0 -0.4 0.309
H -6.7723 -2.8607 -1.0720 0.1 -0.3 -0.8 0.498
C 9.2814 -3.6613 3.0912 0.0 -0.3 0.7 -0.912
O 8.0486 -3.5080 2.4770 -2.0 -0.2 -0.4 -0.076
C 6.9136 -4.1188 3.1558 0.6 2.4 0.5 -0.572
C 5.7122 -4.0596 2.2623 -1.9 -0.2 0.1 -0.297
N 4.5358 -4.5629 3.0304 1.7 -1.5 0.2 0.172
C 3.2577 -4.2279 2.4932 -0.6 -0.8 -1.2 -0.516
C 2.9662 -4.5593 1.0062 1.6 1.4 -0.9 0.071
O 3.2467 -3.3902 0.1617 -0.2 0.3 1.9 0.528
C 3.2503 -3.5785 -1.2128 0.9 -2.9 0.2 0.240
H 10.0297 -3.0862 2.5136 -0.4 -0.2 0.5 0.210
H 9.4947 -4.7249 3.0438 0.7 -0.3 0.2 0.367
H 9.2286 -3.3616 4.1648 0.3 0.1 -0.6 0.321
H 6.6960 -3.4748 4.0741 0.3 -1.0 -0.9 0.211
H 7.0526 -5.1462 3.4651 0.6 -0.4 0.1 0.403
H 5.8343 -4.5815 1.3060 0.3 -0.1 0.1 0.326
H 5.3924 -3.0633 1.9994 0.5 0.7 -0.1 -0.088
H 4.6398 -5.5885 3.1413 -0.3 0.9 -0.1 0.367
H 3.0816 -3.1869 2.6370 0.0 1.1 -0.1 0.147
H 2.4596 -4.6959 3.0659 0.2 -0.3 0.3 -0.311
H 1.9402 -4.7552 0.9084 -1.6 -0.5 -0.2 -0.485
H 3.5358 -5.4104 0.5767 -0.1 0.2 0.5 0.529
H 2.2899 -3.9410 -1.6003 -0.1 -0.1 0.0 -0.194
H 4.0622 -4.3654 -1.4057 -1.0 0.7 -0.4 0.286
H 3.5416 -2.7017 -1.7223 0.3 1.1 -0.3 -0.477
C 4.7376 -5.1826 7.4451 -2.3 -1.8 1.2 -0.420
O 4.8079 -3.8154 7.5101 0.1 1.5 -0.7 -0.463
C 4.2526 -3.1972 6.3272 -0.4 -1.1 -0.5 0.295
C 4.2551 -1.7070 6.4329 0.2 0.4 0.7 -0.924
N 3.1051 -1.2786 7.2314 -0.4 0.7 -0.5 -0.174
C 2.7155 0.1666 7.2905 1.3 -2.1 -2.4 -0.379
C 3.8424 1.0450 7.5739 0.9 2.2 0.2 -0.484
O 4.2826 0.8266 8.8901 1.0 0.3 -0.1 -0.393
C 5.5710 1.3969 9.0884 0.1 -0.6 0.9 -0.716
H 4.7605 -5.6161 8.4623 0.7 0.4 -0.2 0.313
H 5.4675 -5.7078 6.8286 0.1 0.3 -0.3 0.256
H 3.6771 -5.5017 7.1977 1.0 0.2 -0.6 -0.007
H 3.1737 -3.4897 6.2502 0.7 -0.2 -0.1 0.061
H 4.7979 -3.5399 5.4114 -0.4 0.1 0.7 -0.061
H 4.1721 -1.2751 5.4560 -0.2 0.2 -0.8 0.553
H 5.2694 -1.4285 6.7800 -0.3 0.3 0.3 0.375
H 3.2636 -1.6053 8.1537 0.0 -0.2 1.0 0.326
H 1.9056 0.2655 7.9534 -1.0 0.2 1.0 0.497
H 2.4172 0.4991 6.2918 -0.5 -0.3 -0.1 -0.285
H 3.4755 2.1102 7.5006 0.4 -0.6 -0.1 0.497
H 4.6865 0.9398 6.8230 -0.8 -0.1 0.7 0.319
H 5.6923 2.3980 8.6372 -0.3 -0.2 0.3 0.302
H 6.3609 0.7508 8.6494 -0.4 0.2 0.2 0.259
H 5.6951 1.4097 10.1960 0.2 0.3 -0.9 0.249
C -3.9794 3.1966 -3.6922 -1.0 -0.2 -1.0 -1.095
O -2.8042 3.0912 -4.4356 0.0 -0.4 -1.9 0.696
C -3.1363 2.8028 -5.8573 0.2 1.2 1.4 0.060
C -1.8136 2.9135 -6.7183 -2.3 -2.2 0.8 -1.209
N -1.0734 4.0909 -6.4829 1.5 -0.1 0.9 0.167
C -1.8033 5.3215 -6.7817 0.4 0.1 0.5 0.336
C -0.8067 6.4269 -7.0662 -0.8 -0.1 -0.7 -1.067
O -0.0288 6.6534 -5.9424 1.0 -0.4 0.3 -0.013
C 1.0181 7.5388 -6.2848 -0.6 0.6 1.8 -0.896
H -4.6180 3.9843 -4.0971 -0.1 0.3 -0.1 0.396
H -3.6860 3.4728 -2.7288 0.3 0.3 1.7 0.309
H -4.6525 2.3064 -3.6550 0.8 0.0 -0.1 0.101
H -3.9156 3.5636 -6.1616 0.7 -0.7 0.1 0.156
H -3.6229 1.8268 -5.7782 0.2 -0.2 -0.8 -0.141
H -2.1351 2.7854 -7.7592 0.1 0.4 -0.1 0.416
H -1.2933 1.9621 -6.5097 0.4 0.8 0.1 0.205
H -0.5869 4.0212 -5.5335 -1.3 0.7 -1.9 0.083
H -2.4284 5.6116 -5.9059 -0.1 0.0 -0.7 0.155
H -2.3867 5.1946 -7.7296 0.2 -0.1 1.0 -0.108
H -1.2877 7.3843 -7.2690 -0.6 0.1 -0.5 0.425
H -0.2432 6.1392 -7.9821 0.2 0.1 0.6 0.387
H 0.5601 8.5323 -6.4840 0.6 -0.4 -0.7 0.330
H 1.6632 7.0907 -7.0227 0.1 0.3 -0.7 0.355
H 1.5936 7.6972 -5.3697 0.1 -0.2 -0.1 0.211
C 0.4220 -5.5022 5.6153 -0.4 -0.4 0.4 -0.661
O 0.5827 -5.7173 4.2256 -0.7 -0.8 -0.6 0.141
C 0.3181 -7.1085 3.8901 1.4 1.3 -0.7 -1.110
C 0.7507 -7.4040 2.4796 0.0 0.3 -0.4 -0.461
N -0.1357 -6.7092 1.5492 0.6 0.7 1.0 0.089
C 0.1159 -6.9379 0.1651 -0.7 0.0 -1.7 -1.330
C -0.7376 -5.9521 -0.7107 -0.5 -0.7 1.4 0.114
O -0.4626 -4.6368 -0.1693 -0.5 -1.3 -0.3 0.711
C -1.0268 -3.6232 -0.9434 0.5 1.6 1.1 -0.251
H 0.3548 -4.4304 5.8390 0.7 -0.2 -0.2 0.074
H 1.2208 -6.0540 6.1572 -0.3 0.6 0.0 0.207
H -0.5504 -5.8672 5.9823 0.2 -0.2 -0.2 0.281
H -0.6968 -7.3854 3.9840 -1.3 -0.1 0.6 0.405
H 0.9928 -7.6809 4.4669 0.4 -1.0 1.3 0.605
H 0.7180 -8.4809 2.2723 -0.1 0.1 0.2 0.517
H 1.8161 -7.1046 2.4377 -0.1 0.0 -0.5 0.071
H 0.0413 -5.7188 1.7573 -0.6 -0.3 -0.3 -0.267
H -0.1522 -7.9575 -0.1364 -0.4 0.0 0.2 0.741
H 1.1664 -6.9087 -0.1228 0.5 0.6 0.0 0.292
H -1.8560 -6.2289 -0.6077 1.5 0.6 0.0 -0.412
H -0.4926 -6.0564 -1.7852 0.2 0.3 0.4 0.396
H -2.1013 -3.6970 -1.0798 -0.2 -0.4 -0.4 -0.287
H -0.4310 -3.5325 -1.8286 -0.2 0.1 -1.2 0.556
H -0.8838 -2.6494 -0.4152 0.0 -0.7 -0.1 -0.483
C -6.7333 0.1591 -6.0731 0.4 -1.0 0.7 -0.375
O -5.9270 -0.3255 -5.0146 0.0 0.8 0.6 -0.405
C -4.8349 -1.1055 -5.4099 0.3 0.3 -1.2 2.879
C -5.3867 -2.5596 -5.5836 2.2 0.4 0.7 -1.138
N -4.2629 -3.5104 -5.4070 -0.2 -0.4 1.4 -0.147
C -4.1876 -3.9515 -3.9617 -2.1 1.7 -0.7 -0.381
C -3.0894 -4.8926 -3.7448 0.8 -1.0 -0.9 0.140
O -3.5051 -6.1493 -4.2943 -0.1 -0.4 0.0 -0.475
C -2.4829 -7.1360 -4.3487 1.2 1.4 0.5 -0.572
H -7.0833 -0.7055 -6.6742 -0.5 0.5 0.3 0.274
H -6.1001 0.7256 -6.7486 -0.2 0.8 -0.1 -0.041
H -7.5029 0.7080 -5.5037 0.0 0.0 -1.1 0.263
H -4.0702 -1.0031 -4.6310 -0.3 -0.6 0.1 -1.404
H -4.2891 -0.6169 -6.2960 -1.0 -1.0 0.7 -0.793
H -5.7411 -2.7685 -6.5727 -0.8 0.3 -0.5 0.582
H -6.1675 -2.5876 -4.7867 0.2 -0.6 -0.7 0.216
H -4.3947 -4.3628 -5.9541 -0.2 0.4 0.2 0.330
H -5.2088 -4.3499 -3.7009 1.0 0.0 0.2 0.214
H -4.0419 -3.0518 -3.3263 0.0 -0.4 -0.4 0.105
H -2.7839 -5.0004 -2.7189 -0.2 -0.1 0.7 -0.274
H -2.2161 -4.4749 -4.2901 -0.1 -0.4 0.0 0.377
H -1.6051 -6.5793 -4.8129 -0.4 -1.1 0.8 0.350
H -2.7346 -7.9527 -5.0106 -0.5 0.0 -0.2 0.289
H -2.2669 -7.5770 -3.3259 0.0 0.6 -1.0 0.035
C -0.6344 -0.4300 -6.1389 0.8 0.9 1.9 -1.091
O -1.8989 -0.4147 -6.7469 0.8 -0.8 -1.4 0.438
C -1.7669 -0.9171 -8.1207 -0.8 0.4 1.1 -0.643
C -3.0964 -0.7443 -8.7970 0.1 -1.1 -1.2 -0.794
N -3.5563 0.6111 -8.9112 -0.7 -0.2 -1.2 0.082
C -4.8164 0.7733 -9.6930 0.3 -1.1 1.4 -0.691
C -5.1436 2.2423 -9.9137 1.5 -0.5 -1.1 -0.644
O -5.2247 2.9629 -8.7027 -0.9 -1.2 0.5 -0.094
C -5.2858 4.3435 -8.9359 -0.8 -0.7 -3.3 -0.926
H -0.6626 0.1332 -5.1639 -0.3 -0.1 -1.0 0.145
H 0.1018 0.0573 -6.7906 0.1 -0.1 0.1 0.460
H -0.2093 -1.3905 -5.7759 -0.6 -0.2 -0.8 0.193
H -1.4730 -1.9917 -8.0837 -0.1 0.7 -0.1 0.304
H -1.0921 -0.3173 -8.7311 0.7 0.1 0.5 0.355
H -3.7692 -1.5205 -8.4077 -0.6 0.4 0.2 0.112
H -2.8989 -1.0330 -9.8339 -0.1 -0.4 -0.1 0.551
H -3.5821 1.0478 -8.0298 -0.4 0.7 1.2 -0.251
H -5.6555 0.1392 -9.2855 0.4 0.9 0.2 0.246
H -4.6637 0.2635 -10.6451 0.3 0.4 -0.4 0.499
H -6.0548 2.2946 -10.5272 0.0 0.3 0.3 0.400
H -4.2657 2.5906 -10.5821 -1.2 0.1 1.0 0.307
H -5.6683 4.9594 -8.1482 0.3 -0.1 0.8 0.252
H -5.9837 4.5064 -9.8371 0.7 0.1 1.2 0.303
H -4.2945 4.5073 -9.3236 0.5 1.5 0.2 0.387
C -0.5326 6.5814 9.2060 -1.2 1.9 -0.4 -0.734
O -0.5465 5.5365 8.2927 -0.2 -0.2 -1.5 -0.285
C -1.0967 5.9815 7.0113 -1.1 -1.1 2.0 -0.980
C -1.2228 4.8542 6.0151 1.4 0.0 -1.4 -0.697
N -0.0934 4.6804 5.0752 1.1 1.5 -1.1 0.335
C 1.2464 4.5111 5.7193 -1.7 1.4 0.0 -1.102
C 2.3347 4.0788 4.8148 1.4 -0.5 -1.5 0.287
O 2.1525 2.7003 4.4786 -0.8 0.4 0.6 0.396
C 2.6780 2.2851 3.2447 2.0 -0.3 1.0 -0.456
H -0.0738 7.5112 8.7733 -0.5 -0.5 0.0 0.286
H 0.1216 6.3940 10.0336 -0.1 -0.7 0.7 0.288
H -1.6130 6.8345 9.5076 1.5 -0.2 0.0 0.257
H -0.4866 6.7743 6.6681 0.8 0.9 -0.7 0.455
H -2.1153 6.4026 7.1708 0.4 -0.1 0.2 0.533
H -2.0588 5.0792 5.3571 -0.3 -0.2 0.1 0.148
H -1.3145 3.8546 6.4219 -0.6 0.1 0.8 0.536
H -0.0469 5.5025 4.3994 -0.1 -1.3 1.2 0.100
H 1.0822 3.7871 6.5012 0.3 -0.4 0.4 0.474
H 1.6076 5.4434 6.1996 -0.3 -0.2 0.0 0.333
H 3.2979 4.2703 5.3815 -0.6 -0.5 -0.6 0.395
H 2.4403 4.6583 3.8328 -0.4 -0.4 1.3 -0.549
H 3.7913 2.3376 3.3704 -0.5 -0.2 -0.6 0.513
H 2.4129 2.9347 2.4212 -0.4 0.0 -0.4 -0.057
H 2.4382 1.2241 3.0814 -0.2 0.6 0.0 -0.369
C -5.3440 4.5755 2.0408 2.1 0.0 0.1 -0.607
O -5.2854 3.3978 1.2090 0.6 1.3 0.6 -0.202
C -6.2190 2.4311 1.4851 -2.0 -2.1 0.0 -0.809
C -6.0682 1.6686 2.8232 -0.4 0.2 0.3 -1.012
N -4.7549 0.9880 2.8721 -0.2 1.2 -0.5 0.943
C -4.4569 0.4257 4.1550 -0.5 -1.4 0.9 -1.503
C -2.9883 0.2002 4.3869 -0.5 -1.4 0.1 0.653
O -2.4530 1.2411 5.1755 0.1 -0.5 -1.3 -0.633
C -1.0905 0.9599 5.3956 0.2 -1.7 1.4 0.257
H -6.3273 4.9168 2.2951 -0.8 -0.1 -0.1 0.477
H -4.8257 5.3455 1.4442 -0.4 -0.2 0.3 0.198
H -4.7345 4.4776 2.9873 -0.7 -0.3 -0.9 0.022
H -6.1403 1.6238 0.7378 0.4 0.5 -0.1 0.189
H -7.2597 2.8195 1.3118 0.7 -0.1 0.6 0.472
H -6.9064 0.9459 2.9800 0.7 0.1 -0.7 0.432
H -6.2557 2.3210 3.6911 0.6 0.3 0.0 0.436
H -4.0108 1.6793 2.6940 -0.5 -0.1 -0.3 -0.113
H -4.9587 -0.5524 4.2677 0.0 0.2 -0.3 0.288
H -4.8385 1.0016 4.9900 -0.1 0.5 0.3 0.575
H -2.4938 -0.0230 3.4262 0.3 0.9 0.1 -0.258
H -2.8426 -0.7757 4.8930 -0.1 0.4 0.3 0.539
H -0.4881 0.7975 4.4883 -0.4 -0.2 0.3 -0.237
H -0.9915 0.0680 6.1500 -0.1 1.4 -1.4 0.334
H -0.7536 1.8259 5.8757 1.0 1.2 0.8 -0.295
C -0.4105 7.6568 -2.2705 1.4 0.5 0.4 -0.966
O -0.3393 6.4366 -1.5482 0.2 0.8 0.1 -0.122
C -0.2356 5.3001 -2.3705 1.2 -0.9 0.3 -0.095
C 1.2051 5.0436 -2.9281 -0.4 -0.4 0.0 -1.165
N 2.1661 4.5509 -1.9266 -1.1 0.1 0.3 1.339
C 3.5340 4.2416 -2.3237 -0.7 1.9 -0.9 -1.405
C 4.2847 3.6611 -1.1784 1.1 0.4 -0.9 1.447
O 5.6533 3.8792 -1.5448 0.5 -0.9 1.1 -0.458
C 6.5946 3.0996 -0.7904 1.4 1.3 -1.2 -0.552
H -1.2729 7.7438 -2.9282 0.0 -0.4 -0.3 0.303
H 0.5537 7.8931 -2.8131 -1.0 -0.5 0.2 0.238
H -0.4840 8.4511 -1.5310 -0.2 0.0 0.2 0.384
H -0.8972 5.4679 -3.1943 -0.5 -0.4 -0.8 0.745
H -0.5709 4.4605 -1.7391 0.1 0.1 -0.4 -0.420
H 1.4740 6.0192 -3.3142 0.5 0.4 -0.4 0.136
H 1.1517 4.3593 -3.8199 0.0 0.4 0.9 0.471
H 2.1600 5.2252 -1.1457 0.3 -0.3 -0.6 -0.517
H 4.1094 5.1288 -2.6740 -0.2 0.2 0.6 0.324
H 3.5817 3.6940 -3.2512 -0.4 -1.1 -0.1 0.572
H 4.0609 2.6351 -0.9768 -0.1 -0.9 0.0 -0.361
H 4.0308 4.2110 -0.2910 0.0 0.3 0.6 -0.484
H 7.6216 3.5471 -1.0042 -1.3 -0.6 0.1 0.330
H 6.6231 2.0639 -1.1034 -0.2 -0.3 -0.1 0.101
H 6.4795 3.1487 0.2771 -0.5 0.1 0.6 0.292
C 0.2945 -1.9677 4.2685 0.0 0.3 -0.1 0.154
O 0.1587 -1.0028 3.2343 0.3 -0.2 -0.7 0.473
C 0.7533 -1.4044 2.0071 1.1 -0.3 -0.2 1.066
C 0.5023 -0.2180 1.0291 -0.8 -0.9 -0.1 -0.132
N 1.1212 -0.2429 -0.3376 0.4 0.3 3.3 0.881
C 0.7380 0.9199 -1.0914 -1.1 -0.9 -0.8 -0.425
C -0.7857 0.9311 -1.5253 0.3 1.0 1.0 0.749
O -1.0474 -0.0046 -2.5143 0.2 -0.5 -0.3 -0.238
C -2.3635 -0.4952 -2.4261 0.9 -1.4 -1.2 0.745
H -0.3130 -2.8925 4.0347 1.2 0.5 0.2 -0.348
H -0.1884 -1.4704 5.0884 -0.2 -0.2 0.6 0.045
H 1.3780 -2.0568 4.5789 -1.0 -0.6 -0.5 -0.004
H 0.4294 -2.4626 1.8007 -0.3 1.0 -0.7 -0.639
H 1.8474 -1.5235 2.0782 0.0 0.2 0.4 -0.500
H 0.8890 0.6756 1.5725 -0.5 -0.5 -0.4 -0.427
H -0.6128 -0.2091 0.9711 0.5 0.6 0.0 -0.050
H 0.9769 -1.1346 -0.7220 -0.4 -1.1 -1.2 0.154
H 1.4166 0.9581 -1.9641 -0.6 0.3 0.1 0.628
H 0.9714 1.7620 -0.4517 -0.1 0.5 -0.1 -0.525
H -1.0167 1.9253 -1.9116 0.0 0.4 0.0 -0.168
H -1.5616 0.7480 -0.7225 1.3 0.3 -0.2 -0.274
H -3.1450 0.1885 -2.6732 -0.4 1.1 0.1 0.222
H -2.5495 -0.9522 -1.4526 -0.1 -0.1 0.1 -0.883
H -2.3680 -1.2306 -3.2439 -0.4 -0.3 0.5 0.038
C 7.2661 -0.3294 1.5709 0.6 1.6 1.5 -0.560
O 7.0745 -0.4581 0.1994 0.5 0.8 -0.3 -0.149
C 7.4326 -1.7245 -0.2107 -0.1 -1.6 -1.5 0.291
C 7.3162 -1.8271 -1.7414 1.1 1.1 0.5 -1.324
N 5.9512 -1.7290 -2.1994 0.2 -0.1 0.0 0.201
C 5.6083 -0.4425 -2.7114 -1.7 1.6 0.9 -0.006
C 4.0955 -0.2916 -2.9837 0.8 -0.6 0.4 0.019
O 3.8926 -1.1718 -4.0845 -0.3 0.3 0.6 -0.535
C 2.7173 -0.8390 -4.7739 -0.1 -0.4 -0.2 -0.390
H 7.9714 -1.0483 2.0572 -0.1 0.6 -0.8 0.147
H 6.3304 -0.5196 2.0260 -1.2 -0.2 0.9 0.113
H 7.5158 0.7542 1.8378 0.0 -1.4 -0.5 0.280
H 6.7276 -2.4973 0.1815 0.6 0.4 0.1 -0.247
H 8.4785 -1.9383 0.0821 -0.4 -0.2 0.1 0.402
H 7.6549 -2.8021 -2.0352 0.5 -0.6 0.0 0.497
H 8.0270 -1.0557 -2.2045 -0.9 -0.8 0.4 0.272
H 5.8444 -2.4119 -2.9208 -0.4 -0.3 -0.5 0.266
H 6.0655 -0.1652 -3.6694 0.4 0.0 0.2 0.336
H 5.8252 0.3091 -1.9274 0.3 -0.3 -0.5 -0.817
H 3.9074 0.7614 -3.2630 -0.1 -0.3 -0.1 0.669
H 3.4249 -0.5470 -2.1009 0.8 0.2 -0.9 -0.299
H 2.6402 -1.5927 -5.5894 -0.2 0.9 0.3 0.397
H 2.8241 0.2210 -5.0972 -0.5 -0.6 -0.3 0.330
H 1.8378 -0.9386 -4.1080 0.1 0.1 -0.3 -0.071
C 7.4174 7.0154 -0.0809 0.0 1.4 -1.3 -0.699
O 6.2099 7.7566 0.0308 1.2 1.0 -0.3 -0.477
C 5.1519 6.8994 0.2963 0.3 -1.0 0.2 0.599
C 3.9138 7.7040 0.4961 0.1 0.4 1.2 -1.018
N 2.7018 6.9750 0.3581 -1.0 -2.1 -0.5 0.092
C 2.4107 5.9199 1.3538 1.0 0.9 -0.8 -2.009
C 0.9821 5.4301 1.4425 1.5 1.0 -0.5 3.147
O 0.2369 6.5534 1.8369 0.3 0.2 0.7 -0.557
C -1.1200 6.3157 1.6381 -0.7 -0.8 -1.0 0.298
H 7.3574 6.3484 -0.9202 -0.3 -0.9 -0.2 0.219
H 7.5799 6.5444 0.8392 0.5 -1.2 1.3 0.343
H 8.3028 7.6207 -0.3303 -0.6 0.5 0.4 0.307
H 5.4475 6.2589 1.1662 -0.6 0.2 -0.3 0.143
H 4.9884 6.2581 -0.5551 0.0 -0.6 -0.5 -0.210
H 3.8771 8.4646 -0.2535 0.3 0.6 -0.5 0.467
H 4.0254 8.1987 1.4705 -0.2 0.2 0.2 0.246
H 1.9171 7.5687 0.3089 -0.9 0.9 -0.1 0.247
H 2.7209 6.3498 2.2824 0.1 -0.1 1.3 1.255
H 3.0800 5.1110 1.1169 0.2 -0.7 0.2 -0.133
H 0.9942 4.6552 2.2097 -0.5 -0.3 -0.1 -1.275
H 0.6752 5.0773 0.4449 -0.2 -0.2 0.4 -1.052
H -1.5440 5.5444 2.3146 0.2 0.4 -0.1 -0.323
H -1.1469 5.9294 0.5999 -0.9 0.2 0.4 -0.280
H -1.6808 7.2470 1.7050 0.1 0.0 0.1 0.406
C -3.4246 -3.4062 2.0856 1.7 1.6 0.1 0.186
C -3.4068 -1.9585 1.4317 0.4 -1.4 -1.4 2.389
O -4.7127 -1.4233 1.4408 0.0 0.0 0.3 -0.742
O -4.3338 -3.3391 3.1241 0.9 -1.8 2.0 -0.743
H -2.4084 -3.6813 2.5139 -1.0 0.4 -0.6 -0.309
H -3.6948 -4.1769 1.3796 -0.2 -0.2 -0.5 0.090
H -3.1640 -2.1259 0.3562 0.4 0.3 0.6 -1.440
H -2.6890 -1.2496 1.8780 -0.1 -0.5 -0.1 -0.558
H -4.6286 -0.4972 1.7419 -0.4 0.4 0.3 0.256
H -4.9926 -2.7407 2.8544 -1.6 1.4 -0.6 0.416
C -1.5186 2.7154 1.0574 -0.2 0.3 2.0 0.827
C -1.3859 2.7088 2.6003 0.3 -0.1 -1.4 1.042
O -2.5353 3.2814 3.1506 -0.5 0.8 0.6 -0.355
O -2.7997 2.2214 0.7542 0.2 -0.4 -0.9 -0.560
H -0.7736 2.0126 0.7151 0.0 0.0 -0.4 -0.506
H -1.2883 3.7133 0.6832 -0.3 0.0 -0.4 -0.797
H -0.4654 3.1662 2.9617 0.1 0.1 0.0 0.229
H -1.4026 1.6833 2.8863 0.4 -1.0 0.1 -0.860
H -2.5537 2.9400 4.0564 -0.2 0.1 0.1 0.363
H -3.5177 2.8393 0.9620 0.2 0.1 0.0 0.232